The following is a quantum chemistry calculation of a structure of composition C2H6BNO8P in a non-equilibrium geometry, from the OMol25 dataset.

Structure (XYZ):
```
19
Properties=species:S:1:pos:R:3:forces:R:3:mulliken_charge:R:1
O 0.152067 2.890406 2.110201 0.279 0.096 -0.142 -0.16
N -0.971077 2.933174 1.967831 0.257 -0.284 2.282 0.25
O -1.357475 3.121744 0.286154 -0.122 1.206 -1.132 -0.49
P -1.828828 1.864904 -0.372832 0.705 0.808 -0.838 0.68
O -2.835099 1.153712 0.604087 -0.791 -0.854 0.156 -0.50
C -0.544059 0.824466 -0.889649 -0.618 -0.470 0.040 -0.65
B -0.188935 -0.475619 0.018955 -0.021 -0.207 -0.255 0.49
O -0.347231 -0.431232 1.389832 -0.157 0.003 0.401 -0.55
O 0.288494 -1.508989 -0.633240 -0.057 0.739 -0.217 -0.51
H -2.555981 2.290546 -1.472902 -0.404 -0.176 -0.321 0.03
H -3.040297 0.255080 0.309036 -0.169 -0.032 0.178 0.36
H 0.344125 1.440197 -0.934927 0.371 0.178 0.036 0.37
H -0.763036 0.506436 -1.899845 0.043 -0.253 -0.337 0.37
H -1.245041 -0.362711 1.715186 0.058 0.324 0.188 0.29
H 1.305672 -1.615532 -0.477275 1.182 -1.960 -0.064 0.45
C 3.400247 -3.248711 -0.425936 0.235 0.347 -0.314 0.63
O 2.918659 -4.284104 0.112489 -0.034 0.176 -0.038 -0.66
O 2.720898 -2.120242 -0.417718 -0.155 0.395 0.050 -0.75
O 4.546899 -3.233525 -0.989447 -0.601 -0.034 0.328 -0.67
```
Positions in Å, forces in eV/Å.

Results
total charge = -1
highest occupied orbital energy = -0.0662 Eh
LUMO = 0.1 eV
HOMO-LUMO gap = 1.9 eV

The following is a quantum chemistry calculation of a cluster of 2 separate species, C2H6BrN in total in a non-equilibrium geometry, from the OMol25 dataset.

Structure (XYZ):
```
10
Properties=species:S:1:pos:R:3:forces:R:3:mulliken_charge:R:1
C -1.293707 -0.699197 -0.017440 -0.976 1.391 2.410 -0.35
C 0.802425 0.349043 -0.285673 -0.229 -0.009 -2.261 -0.82
N -0.334487 -0.123493 0.539792 2.126 0.439 1.060 -0.29
Br 1.776448 -0.426902 3.471343 -0.957 0.490 -1.095 -0.27
H -1.293590 -0.581370 -1.025795 -0.668 -0.754 -3.425 0.28
H 0.806750 -0.007740 2.394384 0.758 -0.572 0.989 0.26
H -2.216962 -0.893718 0.566402 0.785 -0.462 -0.424 0.25
H 0.551545 1.060649 -1.132818 -0.532 -0.363 1.169 0.32
H 1.570198 0.864938 0.275399 -0.013 -0.220 0.442 0.30
H 1.278212 -0.436578 -0.930388 -0.294 0.059 1.136 0.32
```
Positions in Å, forces in eV/Å.

Results
highest occupied orbital energy = -0.3737 Eh
structure (SMILES) = C=NC.Br
LUMO = 0.9 eV
HOMO-LUMO gap = 11.1 eV

The following is a quantum chemistry calculation of a cluster of 2 separate species, C2H6BrNO in total in a non-equilibrium geometry, from the OMol25 dataset.

Structure (XYZ):
```
11
Properties=species:S:1:pos:R:3:forces:R:3:mulliken_charge:R:1
C 1.447793 1.042111 -0.032023 -2.404 -1.935 -0.854 -0.40
C -1.330484 -0.781022 -0.552060 2.964 1.706 0.725 -0.05
N 0.130439 0.416117 0.122720 -0.194 0.015 -0.032 -0.48
O -2.195531 -0.656206 0.441678 -0.240 -0.019 0.161 -0.42
Br 3.046303 -0.269326 -0.004691 -0.197 0.252 0.012 -0.29
H 1.540832 1.521534 -1.000653 0.137 0.009 0.128 0.30
H 1.632304 1.700133 0.803143 0.163 0.041 0.097 0.29
H -0.772937 -1.703922 -0.658876 -0.100 -0.013 0.015 0.22
H -1.629209 -0.260497 -1.446782 -0.066 -0.002 -0.029 0.27
H -1.917595 -1.130335 1.238612 -0.006 -0.076 -0.274 0.36
H 0.048080 0.121409 1.088930 -0.057 0.021 0.051 0.19
```
Positions in Å, forces in eV/Å.

Results
highest occupied orbital energy = -0.3090 Eh
LUMO = 0.4 eV
HOMO-LUMO gap = 8.8 eV

The following is a quantum chemistry calculation of an isolated molecule of C2H6Cl2N2P2S2 in a non-equilibrium geometry, from the OMol25 dataset.

Structure (XYZ):
```
16
Properties=species:S:1:pos:R:3:forces:R:3:mulliken_charge:R:1
C 1.404256 1.093875 1.145824 2.627 -1.656 0.527 -0.82
C -1.949694 -1.608815 0.602295 -1.809 -0.789 -1.721 -0.51
N 1.042117 0.620663 -0.135331 -1.648 -2.548 -1.425 -0.02
N -0.184984 -0.228082 -1.990500 0.178 -0.632 1.646 -0.58
P -0.154126 1.300715 -1.253114 0.353 -1.376 1.655 0.56
P 0.702861 -0.988868 -0.793002 -1.885 4.684 -0.877 0.69
S -1.590134 2.381391 -0.317296 1.655 -1.491 -1.482 -0.36
S -0.273595 -2.403226 0.366409 -0.575 0.413 0.357 -0.11
Cl 1.080869 2.325855 -2.447800 -0.078 0.776 -0.435 -0.24
Cl 2.396771 -1.883430 -1.329234 -0.190 -0.133 0.147 -0.20
H 0.637133 1.426724 1.749896 -2.181 0.507 1.120 0.38
H 1.940477 0.256816 1.734366 -0.477 1.468 -0.970 0.25
H 2.023367 1.953137 0.960237 0.838 0.275 0.417 0.30
H -2.284746 -1.310152 1.607137 0.756 -0.784 -0.056 0.31
H -2.005931 -0.681072 0.048368 0.416 0.284 -0.345 0.06
H -2.784643 -2.255529 0.051743 2.020 1.001 1.442 0.29
```
Positions in Å, forces in eV/Å.

Results
highest occupied orbital energy = -0.3329 Eh
LUMO = -0.2 eV
HOMO-LUMO gap = 8.9 eV

The following is a quantum chemistry calculation of a cluster of 2 separate species, C2H6Cl2OSi in total in a non-equilibrium geometry, from the OMol25 dataset.

Structure (XYZ):
```
12
Properties=species:S:1:pos:R:3:forces:R:3:mulliken_charge:R:1
C 0.320326 0.286242 -1.425126 5.670 -2.096 0.251 -1.26
C 0.465488 -0.419628 -0.068103 -0.549 0.095 2.718 -0.41
O -2.099331 -1.591563 1.293679 -0.242 -0.083 0.124 -0.45
Si -1.193176 -1.431632 0.095301 1.749 0.432 0.007 0.61
Cl -2.985653 -0.949254 4.573384 0.061 -0.009 0.075 -0.28
Cl -1.394806 -2.370396 -1.723747 -0.320 -0.009 0.484 -0.22
H 1.311611 0.810421 -1.545028 -0.970 -0.147 -0.204 0.29
H 0.335810 -0.467441 -2.216806 -0.435 0.407 -0.004 0.40
H -0.395659 0.989317 -1.506221 -2.727 2.050 -0.148 0.42
H 0.646146 0.342670 0.858118 -0.855 -1.773 -2.216 0.30
H 1.331503 -1.168645 0.076033 -1.276 1.114 -0.836 0.31
H -2.299230 -1.376677 3.574991 -0.107 0.019 -0.250 0.28
```
Positions in Å, forces in eV/Å.

Results
highest occupied orbital energy = -0.3990 Eh
structure (SMILES) = CC[Si](=O)Cl.Cl
LUMO = -0.2 eV
HOMO-LUMO gap = 10.7 eV

The following is a quantum chemistry calculation of a cluster of 2 separate species, C2H6Cl3NP in total in a non-equilibrium geometry, from the OMol25 dataset.

Structure (XYZ):
```
13
Properties=species:S:1:pos:R:3:forces:R:3:mulliken_charge:R:1
C 0.663812 -0.581992 1.097317 0.140 -0.610 0.820 -0.83
C 0.952211 0.698015 -1.019681 0.491 0.441 -0.755 -0.88
N 0.113357 0.297353 0.088566 -0.987 -0.003 -0.101 0.15
P -1.545786 0.230074 -0.084865 0.706 -0.748 -0.094 0.61
Cl -2.061926 1.629019 -1.360875 -0.071 0.039 -0.047 -0.06
Cl -2.334859 0.603475 1.677091 -0.113 -0.034 0.056 -0.05
Cl -1.735766 -2.862206 -0.553946 -0.008 0.887 0.112 -0.07
H 0.395510 -0.227734 2.094136 0.017 0.008 -0.040 0.35
H 0.263562 -1.597960 0.975728 0.136 0.082 0.015 0.35
H 1.746928 -0.621776 1.018873 -0.071 0.083 -0.106 0.34
H 1.975176 0.364812 -0.856885 -0.145 -0.065 0.105 0.36
H 0.611208 0.281477 -1.969490 -0.027 -0.029 0.026 0.37
H 0.956578 1.787441 -1.105969 -0.069 -0.051 0.009 0.36
```
Positions in Å, forces in eV/Å.

Results
total charge = +1
highest occupied orbital energy (alpha / beta) = -0.5528 / -0.5371 Eh
LUMO (alpha / beta) = -7.7 / -7.5 eV
HOMO-LUMO gap (alpha / beta) = 7.3 / 7.1 eV